Entry 1:
Density functional theory data (ωB97M-V with the def2-TZVPD basis set) for C21H15Br4N5O3S2SeTa as an isolated structure.

Values from the calculation:
2S+1 = 1
frontier orbital gap = 6.22 eV
net charge = +1

Last column: Löwdin charge in e.
Geometry (Å):
Ta (0.775, 0.149, 1.073)  1.70
C (-4.015, -1.609, 3.945)  -0.35
S (-2.504, -0.872, 4.625)  0.92
C (-1.620, -0.531, 3.201)  -1.07
S (-0.097, 0.275, 3.435)  0.60
N (-2.125, -0.877, 2.046)  -0.06
N (-1.406, -0.654, 0.964)  -0.15
C (-1.827, -1.125, -0.169)  -0.03
C (-0.988, -0.991, -1.321)  -0.26
C (-1.368, -1.500, -2.569)  0.02
C (-0.523, -1.336, -3.648)  -0.01
C (0.677, -0.658, -3.466)  0.00
C (0.999, -0.195, -2.201)  -0.09
N (0.198, -0.364, -1.154)  0.00
H (-4.740, -1.618, 4.750)  0.04
H (-4.356, -0.994, 3.121)  0.04
H (-3.804, -2.622, 3.619)  0.04
H (-2.777, -1.642, -0.252)  0.15
H (-2.314, -2.005, -2.670)  0.13
H (-0.791, -1.730, -4.615)  0.12
H (1.357, -0.495, -4.284)  0.12
H (1.931, 0.322, -2.010)  0.13
Br (3.068, -6.409, 0.458)  0.76
C (2.943, -4.539, 0.359)  -0.75
C (3.945, -3.796, -0.272)  -0.75
Br (5.366, -4.681, -1.129)  0.76
C (3.880, -2.405, -0.304)  -0.65
Br (5.186, -1.384, -1.190)  0.79
C (2.811, -1.744, 0.298)  -0.40
O (2.640, -0.451, 0.384)  -0.20
C (1.767, -2.505, 0.873)  -0.38
O (0.776, -1.767, 1.323)  -0.27
C (1.837, -3.892, 0.902)  -0.64
Br (0.370, -4.826, 1.621)  0.80
Se (-0.505, 3.102, 1.895)  1.21
N (-0.724, 2.079, 0.470)  -0.31
C (-1.162, 2.838, -0.548)  -0.33
C (-1.444, 2.415, -1.856)  -0.02
C (-1.846, 3.343, -2.778)  -0.05
C (-1.993, 4.704, -2.448)  -0.06
C (-1.746, 5.152, -1.182)  0.00
C (-1.327, 4.228, -0.204)  -0.36
N (-1.033, 4.517, 1.064)  -0.21
H (-1.333, 1.377, -2.123)  0.08
H (-2.063, 3.031, -3.789)  0.11
H (-2.315, 5.390, -3.217)  0.11
H (-1.850, 6.187, -0.906)  0.12
C (2.864, 2.246, 1.995)  -0.12
O (1.691, 1.657, 1.518)  -0.60
H (2.655, 2.775, 2.931)  0.09
H (3.250, 2.963, 1.262)  0.10
H (3.615, 1.467, 2.173)  0.10

***

Entry 2:
Density functional theory data (ωB97M-V with the def2-TZVPD basis set) for C16H34OP2W as an isolated structure.

Values from the calculation:
2S+1 = 3
frontier orbital gap (spin up / spin down) = 3.64 / 4.56 eV
net charge = +2

Last column: Löwdin spin population.
Geometry (Å):
P (1.097, 2.523, -2.462)  0.07
P (0.685, -0.348, -1.422)  0.01
C (2.188, 1.251, -3.219)  0.03
C (1.352, -0.014, -3.210)  0.01
H (3.061, 1.131, -2.581)  0.00
H (2.526, 1.612, -4.195)  0.00
H (0.422, 0.149, -3.765)  0.00
H (1.876, -0.878, -3.644)  0.00
C (2.022, -1.661, -1.037)  0.00
H (1.518, -2.505, -0.533)  0.01
H (2.829, -1.345, -0.378)  0.00
H (2.462, -2.058, -1.971)  0.00
C (-0.129, -1.964, -2.115)  0.05
H (0.271, -2.334, -3.079)  0.00
H (-1.210, -1.995, -2.205)  0.00
H (0.028, -2.808, -1.399)  0.03
C (2.178, 3.511, -1.410)  0.02
H (1.927, 3.561, -0.296)  0.00
H (2.136, 4.531, -1.833)  0.00
H (3.220, 3.181, -1.512)  0.01
C (0.279, 3.359, -3.820)  0.01
H (-0.730, 2.911, -3.929)  0.00
H (0.860, 3.204, -4.749)  0.00
H (0.124, 4.435, -3.615)  0.00
W (0.404, 1.899, -0.451)  0.57
C (-1.938, -1.857, 3.936)  0.00
C (-0.811, -2.576, 4.097)  0.00
C (0.004, -3.213, 2.985)  0.03
C (0.259, -2.387, 1.718)  0.09
C (-0.552, -2.978, 0.638)  0.58
C (-1.853, -2.785, 0.497)  0.10
C (-2.822, -2.674, 1.664)  0.04
C (-2.564, -1.474, 2.617)  0.00
C (-0.695, 4.005, 0.323)  0.00
H (-2.503, -1.505, 4.811)  0.00
H (-0.442, -2.823, 5.110)  0.00
H (-0.464, -4.170, 2.699)  0.00
H (0.985, -3.483, 3.418)  0.00
H (0.046, -1.309, 1.836)  0.00
H (1.327, -2.466, 1.501)  0.01
H (0.393, 4.026, 0.537)  0.00
H (-2.382, -2.733, -0.462)  0.02
H (-2.786, -3.583, 2.258)  0.00
H (-3.856, -2.584, 1.258)  0.00
H (-2.019, -0.669, 2.087)  0.00
H (-3.554, -1.047, 2.848)  0.00
H (-1.024, 2.996, -0.053)  0.00
H (-0.954, 4.795, -0.386)  0.00
H (-1.209, 4.261, 1.256)  0.00
C (-0.370, 1.404, 2.362)  0.02
O (-0.660, 1.132, 1.001)  0.24
H (-1.270, 1.746, 2.900)  0.01
H (0.420, 2.142, 2.519)  0.00
H (-0.101, 0.461, 2.855)  0.01

***

Entry 3:
Density functional theory data (ωB97M-V with the def2-TZVPD basis set) for a 12-piece molecular cluster, C48H132N12O12 overall.

Values from the calculation:
2S+1 = 2
frontier orbital gap (spin up / spin down) = 8.64 / 3.11 eV
net charge = +1

Last column: Löwdin spin population.
Geometry (Å):
C (-0.627, 4.679, 7.078)  0.00
C (-0.537, 3.270, 6.493)  0.00
C (-0.211, 3.266, 4.943)  0.00
O (-1.123, 3.973, 4.152)  0.00
C (-2.424, 3.498, 4.141)  0.00
N (0.467, 2.463, 7.231)  0.00
H (-0.491, 4.687, 8.160)  0.00
H (-1.583, 5.177, 6.916)  0.00
H (0.183, 5.335, 6.762)  0.00
H (-1.528, 2.856, 6.678)  0.00
H (-0.089, 2.253, 4.561)  0.00
H (0.755, 3.732, 4.748)  0.00
H (-2.400, 2.551, 3.601)  0.00
H (-2.991, 4.200, 3.528)  0.00
H (-2.940, 3.351, 5.089)  0.00
H (0.123, 2.350, 8.173)  0.00
H (1.280, 3.054, 7.335)  0.00
C (-6.488, -2.419, -7.136)  0.00
C (-5.824, -1.120, -7.581)  0.00
C (-4.327, -0.987, -7.122)  0.00
O (-4.242, -0.972, -5.670)  0.00
C (-3.019, -1.498, -5.112)  0.00
N (-5.934, -1.041, -9.017)  0.00
H (-6.269, -2.732, -6.115)  0.00
H (-6.261, -3.330, -7.689)  0.00
H (-7.552, -2.208, -7.238)  0.00
H (-6.354, -0.212, -7.294)  0.00
H (-3.768, -0.139, -7.517)  0.00
H (-3.942, -1.956, -7.442)  0.00
H (-2.988, -2.585, -5.178)  0.00
H (-2.925, -1.184, -4.072)  0.00
H (-2.162, -1.004, -5.570)  0.00
H (-6.871, -1.334, -9.253)  0.00
H (-5.340, -1.694, -9.507)  0.00
C (-5.090, 0.614, -2.601)  0.00
C (-5.475, 1.661, -3.610)  0.00
C (-6.733, 1.380, -4.416)  0.00
O (-7.061, 2.346, -5.389)  0.00
C (-8.244, 1.945, -6.173)  0.00
N (-5.635, 2.917, -2.933)  0.00
H (-5.800, 0.517, -1.779)  0.00
H (-4.194, 0.969, -2.094)  0.00
H (-4.978, -0.368, -3.061)  0.00
H (-4.756, 1.894, -4.395)  0.00
H (-7.596, 1.287, -3.757)  0.00
H (-6.662, 0.388, -4.863)  0.00
H (-7.995, 0.982, -6.618)  0.00
H (-8.386, 2.611, -7.024)  0.00
H (-9.192, 1.872, -5.639)  0.00
H (-6.448, 2.813, -2.342)  0.00
H (-6.022, 3.554, -3.615)  0.00
C (4.169, 0.660, -2.494)  0.00
C (3.268, 1.885, -2.722)  0.00
C (3.272, 2.958, -1.590)  0.00
O (2.109, 3.806, -1.730)  0.00
C (1.659, 4.312, -0.465)  0.00
N (3.730, 2.441, -4.016)  0.00
H (5.234, 0.829, -2.335)  0.00
H (4.141, -0.078, -3.295)  0.00
H (3.863, 0.221, -1.544)  0.00
H (2.244, 1.520, -2.641)  0.00
H (4.206, 3.517, -1.543)  0.00
H (3.128, 2.464, -0.629)  0.00
H (2.459, 5.000, -0.191)  0.00
H (1.396, 3.750, 0.431)  0.00
H (0.839, 4.976, -0.740)  0.00
H (3.288, 1.856, -4.710)  0.00
H (3.231, 3.314, -4.104)  0.00
C (4.863, -3.983, -4.838)  0.00
C (4.517, -3.137, -3.596)  0.00
C (3.033, -2.683, -3.405)  0.00
O (2.742, -1.864, -4.552)  0.00
C (1.582, -1.082, -4.412)  0.00
N (4.847, -3.983, -2.452)  0.00
H (4.068, -4.728, -4.852)  0.00
H (5.920, -4.250, -4.842)  0.00
H (4.731, -3.387, -5.742)  0.00
H (5.112, -2.224, -3.597)  0.00
H (2.820, -2.067, -2.531)  0.00
H (2.292, -3.482, -3.397)  0.00
H (0.724, -1.671, -4.090)  0.00
H (1.368, -0.585, -5.359)  0.00
H (1.691, -0.265, -3.699)  0.00
H (4.354, -4.863, -2.497)  0.00
H (5.820, -4.243, -2.529)  0.00
C (0.653, 0.664, 2.170)  0.01
C (1.245, -0.231, 1.069)  0.11
C (0.849, 0.164, -0.361)  0.02
O (-0.579, 0.270, -0.457)  0.00
C (-0.949, 0.639, -1.785)  0.00
N (2.672, -0.213, 1.240)  0.65
H (1.161, 1.626, 2.109)  0.00
H (0.834, 0.230, 3.154)  0.00
H (-0.411, 0.871, 2.059)  0.00
H (0.816, -1.219, 1.232)  0.06
H (1.133, -0.592, -1.093)  0.00
H (1.258, 1.118, -0.694)  0.00
H (-0.410, 1.540, -2.077)  0.00
H (-2.023, 0.790, -1.681)  0.00
H (-0.649, -0.172, -2.449)  0.00
H (2.851, -0.409, 2.215)  0.02
H (2.999, -0.959, 0.644)  0.02
C (-3.637, 0.921, 1.054)  0.00
C (-3.947, 2.379, 0.910)  0.00
C (-2.896, 3.308, 0.296)  0.00
O (-3.205, 4.696, 0.337)  0.00
C (-2.077, 5.596, 0.073)  0.00
N (-5.235, 2.532, 0.209)  0.00
H (-2.708, 0.845, 1.618)  0.00
H (-3.490, 0.370, 0.125)  0.00
H (-4.405, 0.385, 1.613)  0.00
H (-4.088, 2.784, 1.912)  0.00
H (-2.637, 2.901, -0.682)  0.00
H (-1.955, 3.149, 0.822)  0.00
H (-1.252, 5.527, 0.782)  0.00
H (-2.449, 6.620, 0.096)  0.00
H (-1.634, 5.356, -0.894)  0.00
H (-5.205, 2.255, -0.762)  0.00
H (-5.431, 3.522, 0.206)  0.00
C (-1.128, 3.622, -3.881)  0.00
C (-0.405, 2.977, -5.047)  0.00
C (-1.399, 2.831, -6.296)  0.00
O (-0.662, 2.566, -7.458)  0.00
C (-1.571, 2.383, -8.564)  0.00
N (0.645, 3.789, -5.443)  0.00
H (-1.926, 2.986, -3.497)  0.00
H (-1.482, 4.623, -4.128)  0.00
H (-0.437, 3.902, -3.086)  0.00
H (-0.041, 1.989, -4.766)  0.00
H (-1.979, 3.747, -6.410)  0.00
H (-2.077, 2.029, -6.005)  0.00
H (-1.008, 2.061, -9.440)  0.00
H (-2.269, 3.191, -8.783)  0.00
H (-2.149, 1.496, -8.306)  0.00
H (0.418, 4.726, -5.741)  0.00
H (1.092, 3.327, -6.222)  0.00
C (5.541, 0.545, 3.146)  0.00
C (4.714, 0.157, 4.318)  0.00
C (3.893, 1.357, 4.851)  0.00
O (4.750, 2.232, 5.534)  0.00
C (4.143, 3.420, 5.939)  0.00
N (3.834, -0.940, 3.954)  0.02
H (6.241, 1.358, 3.341)  0.00
H (4.938, 0.899, 2.310)  0.00
H (6.254, -0.139, 2.684)  0.00
H (5.283, -0.175, 5.188)  0.00
H (3.205, 1.051, 5.639)  0.00
H (3.346, 1.829, 4.034)  0.00
H (3.752, 3.872, 5.027)  0.00
H (4.831, 4.159, 6.349)  0.00
H (3.347, 3.294, 6.673)  0.00
H (4.413, -1.592, 3.444)  0.00
H (3.716, -1.361, 4.864)  0.00
C (2.942, -4.619, 0.265)  0.00
C (3.626, -3.398, 0.889)  0.00
C (4.823, -3.801, 1.739)  0.00
O (5.426, -2.685, 2.390)  0.00
C (6.572, -3.043, 3.187)  0.00
N (4.061, -2.426, -0.056)  0.03
H (3.497, -5.345, -0.328)  0.00
H (2.122, -4.345, -0.399)  0.00
H (2.503, -5.265, 1.026)  0.00
H (3.020, -2.875, 1.629)  0.00
H (5.522, -4.413, 1.169)  0.00
H (4.540, -4.548, 2.480)  0.00
H (7.079, -2.159, 3.575)  0.00
H (7.248, -3.672, 2.608)  0.00
H (6.261, -3.619, 4.058)  0.00
H (4.868, -1.962, 0.335)  0.00
H (4.400, -2.851, -0.907)  0.00
C (0.784, -1.270, 8.142)  0.00
C (1.266, -1.341, 6.711)  0.00
C (1.567, -2.744, 6.127)  0.00
O (2.767, -3.313, 6.709)  0.00
C (3.151, -4.497, 6.059)  0.00
N (0.310, -0.638, 5.863)  0.00
H (1.336, -1.998, 8.736)  0.00
H (-0.279, -1.498, 8.059)  0.00
H (0.919, -0.298, 8.616)  0.00
H (2.190, -0.769, 6.620)  0.00
H (1.767, -2.666, 5.058)  0.00
H (0.778, -3.475, 6.302)  0.00
H (3.535, -4.221, 5.077)  0.00
H (2.277, -5.116, 5.854)  0.00
H (3.982, -4.984, 6.570)  0.00
H (0.698, -0.457, 4.948)  0.00
H (0.230, 0.301, 6.226)  0.00
C (-2.868, -6.373, 3.705)  0.00
C (-1.715, -6.020, 4.633)  0.00
C (-0.639, -5.155, 3.929)  0.00
O (-1.006, -3.847, 3.690)  0.00
C (-0.128, -3.106, 2.882)  0.00
N (-2.293, -5.482, 5.864)  0.00
H (-3.459, -5.475, 3.528)  0.00
H (-3.510, -7.145, 4.128)  0.00
H (-2.493, -6.681, 2.728)  0.00
H (-1.277, -6.975, 4.924)  0.00
H (-0.299, -5.550, 2.972)  0.00
H (0.218, -5.017, 4.588)  0.00
H (0.874, -3.128, 3.309)  0.00
H (-0.409, -2.055, 2.810)  0.00
H (-0.104, -3.597, 1.909)  0.00
H (-3.181, -5.925, 6.054)  0.00
H (-2.568, -4.522, 5.714)  0.00

***

It is found that the energy relative to the best compared isomer or geometry (same formula, charge and spin) values, taken in the order of the records, are 17.9; 114.1; 10.9 kcal/mol.